(1)
{
  "formula": "C25H26N2O5",
  "method": "ωB97M-V/def2-TZVPD",
  "de_lowest_kcal_mol": 53.9,
  "total_charge": 0,
  "total_energy_ha": -1453.9540,
  "lumo_ev": 0.51,
  "elements": ["C", "H", "H", "H", "O", "C", "C", "C", "C", "C", "C", "O", "C", "H", "H", "H", "O", "C", "H", "H", "H", "H", "N", "H", "C", "C", "C", "C", "C", "C", "C", "H", "H", "H", "H", "H", "C", "O", "N", "C", "C", "C", "C", "C", "C", "H", "H", "H", "C", "O", "C", "H", "H", "H", "H", "H", "H", "H"],
  "xyz": [[-4.535, 0.838, 3.466], [-5.130, 0.100, 2.917], [-4.361, 1.711, 2.830], [-5.080, 1.146, 4.357], [-3.330, 0.288, 3.932], [-2.409, -0.147, 3.021], [-2.616, -0.136, 1.655], [-1.618, -0.585, 0.786], [-0.425, -1.044, 1.313], [-0.202, -1.068, 2.693], [-1.199, -0.624, 3.565], [-1.004, -0.596, 4.938], [-1.813, -1.486, 5.680], [-2.872, -1.233, 5.599], [-1.493, -1.383, 6.716], [-1.665, -2.523, 5.353], [1.030, -1.534, 3.022], [1.464, -1.595, 4.362], [0.906, -2.340, 4.935], [1.386, -0.626, 4.858], [2.510, -1.897, 4.305], [0.377, -1.400, 0.688], [-1.830, -0.471, -0.583], [-2.808, -0.397, -0.831], [-1.068, -1.268, -1.523], [-1.665, -1.188, -2.907], [-2.170, 0.012, -3.393], [-2.690, 0.085, -4.673], [-2.699, -1.036, -5.485], [-2.183, -2.230, -5.012], [-1.668, -2.307, -3.730], [-1.259, -3.237, -3.366], [-2.180, -3.106, -5.643], [-3.103, -0.977, -6.485], [-3.083, 1.022, -5.039], [-2.154, 0.896, -2.771], [0.384, -0.762, -1.679], [1.258, -1.482, -2.096], [0.509, 0.547, -1.348], [1.666, 1.321, -1.280], [2.863, 0.937, -1.870], [3.993, 1.743, -1.757], [3.916, 2.950, -1.065], [2.717, 3.340, -0.497], [1.599, 2.534, -0.595], [0.668, 2.838, -0.137], [2.653, 4.279, 0.033], [4.776, 3.595, -0.981], [5.245, 1.269, -2.409], [5.228, 0.447, -3.294], [6.537, 1.866, -1.901], [6.620, 2.896, -2.242], [6.564, 1.854, -0.814], [7.374, 1.299, -2.299], [2.935, 0.005, -2.408], [-0.321, 0.959, -0.933], [-1.001, -2.322, -1.214], [-3.543, 0.224, 1.238]],
  "lowdin_charge": [-0.08, 0.10, 0.10, 0.10, -0.09, -0.20, 0.03, -0.25, 0.05, -0.19, -0.14, -0.12, -0.07, 0.08, 0.09, 0.10, -0.05, -0.06, 0.09, 0.10, 0.09, 0.12, 0.04, 0.14, -0.20, -0.18, -0.04, -0.08, -0.09, -0.07, -0.02, 0.12, 0.10, 0.10, 0.10, 0.11, -0.44, 0.10, 0.15, -0.20, 0.07, -0.15, -0.04, -0.07, -0.01, 0.11, 0.10, 0.10, -0.40, 0.10, -0.02, 0.09, 0.09, 0.08, 0.11, 0.13, 0.16, 0.10]
}

=====

(2)
{
  "formula": "C3H6NOP",
  "method": "ωB97M-V/def2-TZVPD",
  "de_lowest_kcal_mol": 68.6,
  "total_charge": 0,
  "total_energy_ha": -589.0018,
  "s_squared": 2.01,
  "spin_multiplicity": 3,
  "lumo_ev": [0.81, -2.55],
  "elements": ["C", "C", "C", "N", "O", "P", "H", "H", "H", "H", "H", "H"],
  "xyz": [[0.820, 0.183, -0.043], [-1.269, 0.776, -0.314], [-1.197, -0.759, -0.132], [0.110, 1.177, -0.195], [0.233, -1.012, -0.060], [2.655, 0.126, -0.032], [-1.886, 1.056, -1.189], [-1.789, 1.250, 0.619], [-1.769, -1.418, 0.700], [-1.471, -1.231, -1.099], [2.520, -1.023, 0.780], [3.044, 0.876, 0.966]],
  "lowdin_charge": [-0.80, -0.17, -0.14, 0.07, -0.07, 0.84, 0.12, 0.15, 0.17, 0.12, -0.09, -0.19]
}

=====

(3)
{
  "formula": "C2H5FIN",
  "method": "ωB97M-V/def2-TZVPD",
  "de_lowest_kcal_mol": 84.2,
  "total_charge": 0,
  "total_energy_ha": -531.3728,
  "lumo_ev": -0.97,
  "elements": ["C", "C", "N", "F", "I", "H", "H", "H", "H", "H"],
  "xyz": [[0.281, -0.457, -0.381], [-0.593, 0.279, 0.560], [-1.754, 0.573, -0.257], [-3.133, 0.186, 0.651], [-2.056, 2.568, -0.883], [-0.335, -1.283, -0.774], [0.672, 0.145, -1.171], [1.064, -0.925, 0.152], [-0.907, -0.529, 1.395], [-0.016, 1.178, 1.047]],
  "lowdin_charge": [-0.14, -0.42, -0.44, -0.28, 0.76, 0.09, 0.07, 0.06, 0.17, 0.12]
}

=====

(4)
{
  "formula": "C12H12F6GdI2LaO5S",
  "method": "ωB97M-V/def2-TZVPD",
  "total_charge": 4,
  "total_energy_ha": -3228.8955,
  "s_squared": 15.81,
  "spin_multiplicity": 8,
  "lumo_ev": [-14.25, -17.32],
  "elements": ["I", "I", "La", "Gd", "S", "C", "C", "C", "C", "C", "C", "C", "C", "O", "O", "O", "O", "H", "H", "H", "H", "H", "H", "H", "H", "H", "C", "C", "O", "C", "F", "F", "F", "C", "F", "F", "F", "H", "H", "H"],
  "xyz": [[-4.383, 1.623, 1.045], [3.448, -1.927, 2.828], [1.675, -0.305, 1.044], [-1.585, 1.243, 0.429], [-0.889, -1.221, 1.320], [-2.261, -0.334, -1.620], [-0.928, 2.184, -1.849], [-1.719, -2.952, 1.161], [-1.116, -3.872, 2.219], [-1.384, -3.441, -0.244], [-3.221, -2.767, 1.343], [2.926, 0.608, -1.056], [1.703, -2.120, -1.039], [-0.771, 2.846, -2.785], [-2.631, -1.046, -2.455], [3.688, 1.000, -1.826], [1.731, -2.988, -1.802], [-1.505, -4.893, 2.090], [-1.349, -3.536, 3.236], [-0.023, -3.906, 2.137], [-2.200, -4.052, -0.651], [-0.462, -4.028, -0.258], [-1.253, -2.605, -0.932], [-3.736, -3.731, 1.211], [-3.630, -2.060, 0.612], [-3.467, -2.376, 2.336], [1.509, 3.314, 2.866], [0.871, 3.074, 1.518], [0.474, 1.704, 1.276], [-0.366, 3.991, 1.409], [-0.079, 5.292, 1.512], [-1.083, 3.825, 0.213], [-1.305, 3.662, 2.371], [1.878, 3.435, 0.396], [2.200, 4.745, 0.355], [3.063, 2.739, 0.591], [1.454, 3.072, -0.854], [0.767, 3.145, 3.655], [1.846, 4.359, 2.901], [2.368, 2.647, 3.009]],
  "lowdin_charge": [0.73, 0.65, 1.30, 0.80, 0.64, -0.06, -0.05, -0.77, -0.06, -0.06, -0.07, -0.07, -0.04, 0.21, 0.18, 0.22, 0.19, 0.14, 0.11, 0.08, 0.14, 0.10, 0.03, 0.14, 0.08, 0.11, 0.06, -0.39, -0.60, -0.47, 0.24, 0.03, 0.12, -0.47, 0.22, 0.10, 0.11, 0.13, 0.14, 0.11]
}

=====

(5)
{
  "formula": "C4H7NO",
  "method": "ωB97M-V/def2-TZVPD",
  "de_lowest_kcal_mol": 88.7,
  "total_charge": 0,
  "total_energy_ha": -286.4904,
  "lumo_ev": 0.39,
  "elements": ["C", "C", "C", "C", "O", "N", "H", "H", "H", "H", "H", "H", "H"],
  "xyz": [[-1.688, -0.305, 0.336], [-0.466, -0.321, -0.578], [0.593, 0.726, -0.183], [1.860, 0.076, 0.218], [3.019, 0.498, 0.658], [2.392, -1.055, 0.324], [-2.390, -1.104, 0.074], [-1.398, -0.450, 1.383], [-2.226, 0.648, 0.266], [-0.773, -0.164, -1.617], [0.824, 1.429, -0.991], [0.260, 1.339, 0.663], [-0.008, -1.316, -0.553]],
  "lowdin_charge": [-0.11, -0.25, -0.11, -0.54, 0.04, 0.28, 0.07, 0.08, 0.08, 0.11, 0.13, 0.13, 0.10]
}

=====

(6)
{
  "formula": "CH26F3NaO16S",
  "method": "ωB97M-V/def2-TZVPD",
  "total_charge": 1,
  "total_energy_ha": -2117.2647,
  "s_squared": 0.76,
  "spin_multiplicity": 2,
  "lumo_ev": [-4.67, -9.76],
  "elements": ["Na", "C", "F", "F", "F", "S", "O", "O", "O", "O", "H", "H", "O", "H", "H", "O", "H", "H", "O", "H", "H", "O", "H", "H", "O", "H", "H", "O", "H", "H", "O", "H", "H", "O", "H", "H", "O", "H", "H", "O", "H", "H", "O", "H", "H", "O", "H", "H"],
  "xyz": [[3.438, 4.944, -27.286], [3.333, 8.542, -27.033], [4.193, 7.660, -27.619], [3.688, 9.795, -27.388], [1.987, 8.190, -27.255], [3.519, 8.476, -25.098], [2.431, 9.317, -24.565], [3.366, 7.035, -24.767], [4.810, 9.051, -24.796], [3.472, 13.321, -27.191], [3.553, 12.566, -27.774], [3.305, 12.942, -26.329], [3.502, 12.010, -24.441], [3.014, 11.388, -23.901], [4.268, 12.236, -23.914], [5.636, 8.039, -30.014], [5.933, 8.569, -30.754], [4.709, 7.878, -30.191], [7.616, 7.659, -28.024], [8.377, 7.330, -28.502], [6.960, 7.826, -28.701], [2.030, 4.291, -25.020], [1.665, 3.407, -25.017], [1.603, 4.730, -24.284], [6.147, 10.671, -26.863], [5.666, 10.279, -26.133], [5.877, 10.163, -27.628], [1.266, 11.208, -28.955], [1.251, 11.684, -29.786], [1.270, 10.285, -29.207], [0.835, 8.566, -30.124], [0.436, 8.653, -30.990], [0.352, 7.852, -29.708], [5.718, 7.633, -22.533], [5.368, 8.196, -23.224], [6.555, 8.033, -22.298], [2.896, 5.865, -22.464], [3.042, 4.921, -22.395], [3.147, 6.081, -23.362], [-0.542, 8.828, -25.446], [0.324, 8.929, -25.051], [-0.575, 7.912, -25.720], [2.440, 8.944, -21.362], [1.909, 9.363, -20.684], [2.316, 9.492, -22.137], [7.345, 7.619, -25.368], [7.513, 7.565, -26.309], [6.613, 8.229, -25.290]],
  "lowdin_charge": [0.82, -0.49, 0.09, 0.14, 0.08, 0.61, -0.28, -0.33, -0.33, -0.04, 0.01, -0.01, -0.03, 0.01, 0.05, -0.03, 0.07, 0.05, -0.02, 0.08, 0.00, -0.04, 0.06, 0.04, -0.01, -0.02, 0.02, -0.05, 0.04, -0.03, -0.04, 0.06, 0.04, 0.24, 0.02, 0.11, -0.05, 0.03, -0.05, -0.04, -0.01, 0.02, -0.04, 0.04, 0.00, 0.20, 0.02, 0.03]
}

=====

(7)
{
  "formula": "C5H7N3",
  "method": "ωB97M-V/def2-TZVPD",
  "de_lowest_kcal_mol": 93.4,
  "total_charge": 0,
  "total_energy_ha": -358.8695,
  "lumo_ev": 0.37,
  "elements": ["C", "C", "C", "C", "C", "H", "H", "H", "H", "H", "H", "H", "N", "N", "N"],
  "xyz": [[2.439, 0.434, 0.063], [-0.119, -0.518, -0.045], [-0.491, 0.793, -0.012], [-1.881, 0.721, -0.034], [-2.256, -0.603, 0.042], [2.003, 1.334, -0.562], [3.455, 0.547, -0.038], [2.007, 0.842, 1.013], [0.046, 1.639, -0.093], [-2.573, 1.610, -0.183], [-3.415, -0.766, 0.112], [-1.221, -2.373, -0.242], [2.213, -0.978, -0.094], [0.997, -1.280, 0.007], [-1.204, -1.400, 0.065]],
  "lowdin_charge": [-0.17, -0.34, -0.03, -0.11, -0.17, 0.11, 0.03, 0.09, 0.05, 0.12, 0.15, 0.17, -0.02, 0.00, 0.10]
}

=====

(8)
{
  "formula": "C8H10BrMgN",
  "method": "ωB97M-V/def2-TZVPD",
  "total_charge": -2,
  "total_energy_ha": -3139.6803,
  "lumo_ev": 5.51,
  "elements": ["C", "C", "C", "C", "C", "Mg", "C", "C", "C", "N", "H", "H", "H", "H", "H", "H", "H", "H", "H", "H", "Br"],
  "xyz": [[0.974, -1.296, -0.906], [-0.424, -1.274, -1.202], [-1.111, -1.989, -0.173], [-0.129, -2.402, 0.793], [1.169, -2.005, 0.315], [-0.275, 0.160, 1.571], [-1.219, 1.630, 0.302], [0.243, 1.921, -0.134], [0.644, 2.496, -1.316], [1.165, 1.426, 0.700], [-2.202, -2.084, -0.066], [-0.914, -0.696, -2.012], [-0.362, -2.886, 1.749], [2.106, -2.060, 0.886], [1.728, -0.658, -1.424], [-1.813, 1.096, -0.474], [2.166, 1.265, 0.518], [-1.821, 2.289, 0.916], [-0.026, 2.960, -2.037], [1.729, 2.501, -1.486], [-1.629, -0.395, 3.480]],
  "lowdin_charge": [-0.23, -0.22, -0.23, -0.28, -0.24, 0.25, -0.23, -0.69, -0.12, -0.11, 0.07, 0.08, 0.05, 0.06, 0.07, -0.01, 0.02, -0.04, -0.02, -0.01, -0.18]
}

=====

(9)
{
  "formula": "C3H7NOS",
  "method": "ωB97M-V/def2-TZVPD",
  "de_lowest_kcal_mol": 77.6,
  "total_charge": 0,
  "total_energy_ha": -646.5883,
  "lumo_ev": 0.84,
  "elements": ["C", "C", "C", "H", "H", "H", "H", "H", "H", "H", "N", "O", "S"],
  "xyz": [[1.215, 1.862, 0.111], [0.587, 0.417, -0.200], [-0.736, 0.030, 0.403], [1.441, 1.950, 1.211], [0.473, 2.691, -0.099], [2.005, 1.948, -0.649], [0.406, 0.451, -1.354], [2.075, -1.045, 1.300], [-0.772, -0.481, 1.375], [-3.592, -0.402, -0.371], [-1.660, 0.060, -0.509], [-2.874, -0.269, 0.208], [1.636, -1.077, -0.087]],
  "lowdin_charge": [-0.10, -0.73, -0.23, 0.08, 0.08, 0.06, 0.11, -0.08, 0.13, 0.05, 0.03, -0.09, 0.68]
}

=====

- Which formula does entry 2 have?
  C3H6NOP